(1)
{
  "formula": "C38H26IrN2O2S4",
  "method": "wB97M-V/def2-TZVPD",
  "symbols": ["H", "C", "H", "H", "H", "H", "C", "C", "S", "C", "H", "H", "C", "H", "S", "N", "H", "O", "O", "N", "H", "S", "C", "H", "H", "H", "H", "C", "C", "C", "C", "C", "C", "C", "C", "H", "H", "H", "H", "C", "H", "C", "H", "H", "C", "C", "C", "C", "C", "C", "C", "C", "H", "C", "C", "C", "H", "C", "S", "C", "C", "C", "C", "H", "C", "C", "C", "H", "C", "C", "Ir", "C", "H"],
  "positions_angstrom": [[2.24430, 4.30800, 3.18250], [2.08170, 0.58040, 1.50080], [1.83930, 4.75320, 5.55090], [6.52570, -2.42130, 1.39640], [4.97620, -5.51670, 2.00310], [7.00880, 5.70140, 1.37770], [3.68170, 3.73080, 1.13580], [-2.02380, -1.61770, 1.47080], [-0.04840, 2.55780, -0.13330], [-1.13320, 3.05000, 2.32780], [-2.04840, 4.62120, -0.51930], [1.10390, 0.60170, 6.25120], [1.68790, -0.47010, 2.38990], [6.54270, -4.76690, 1.67620], [-2.20120, 0.03730, 1.95110], [-2.23510, -5.03990, 1.24470], [1.04580, 4.70140, -1.54720], [-0.50060, 2.84240, -1.47880], [3.62100, 1.18290, -0.56640], [-4.19320, -2.23820, 4.08430], [6.64500, 3.70940, 2.78220], [-0.90870, -1.82450, 0.15740], [-1.12920, 3.44090, 0.99930], [-2.09260, 3.23690, 4.21930], [1.17150, -0.98130, 4.39400], [3.13150, 6.02830, -1.33820], [4.54330, 2.45810, 2.63980], [-4.16700, 4.87710, 3.61950], [1.53860, 3.41300, 0.08040], [4.86060, -3.67950, 0.93510], [2.94190, 5.19350, -0.68030], [1.36300, 1.41100, 5.58440], [1.78370, 4.47550, -0.79360], [-2.45930, -3.98200, 1.62550], [5.12430, 5.55630, 0.40020], [1.77340, -1.50280, 2.07130], [5.29530, 6.40810, -0.24170], [1.31560, 2.90560, 7.10100], [-0.42200, 2.31850, 2.68420], [1.77910, 3.74220, 5.17550], [-4.47790, 5.89230, 3.38960], [2.45570, 3.01330, 1.02870], [5.65070, -5.57700, 0.38270], [3.02820, -4.65510, 0.40150], [4.69940, 3.33120, 2.02520], [5.50600, -2.45010, 1.04340], [1.47050, 2.69330, 6.05420], [-2.05700, 4.34960, 0.52400], [-3.00890, 4.84920, 1.39320], [1.44650, -0.18690, 3.71810], [5.55420, -4.95570, 1.27200], [2.00860, 3.49340, 3.84790], [5.37170, -0.31620, 0.76130], [2.16330, 1.89840, 1.95190], [4.86730, -1.27030, 0.70040], [1.58240, 1.12310, 4.22070], [-5.02560, 4.22060, 3.46950], [6.07910, 5.16140, 1.29770], [2.65410, 0.14990, -0.21960], [-3.51950, -2.44640, 3.18030], [1.94130, 2.18160, 3.33410], [3.53920, -3.70970, 0.49170], [5.87200, 4.03210, 2.10210], [1.87010, -2.56120, -0.20760], [3.90930, 4.84720, 0.28570], [-2.67750, -2.66740, 2.07480], [-2.08320, 3.55840, 3.18890], [-3.87860, 4.81400, 4.66530], [3.55910, -1.33220, 0.25900], [-3.05720, 4.43930, 2.72430], [0.01100, 0.33040, 0.83920], [2.88900, -2.54180, 0.15050], [-3.74780, 5.54370, 1.02530]],
  "lowdin_charge": [0.13, -0.46, 0.12, 0.12, 0.09, 0.11, -0.12, -1.11, 0.90, -0.15, 0.12, 0.12, -0.16, 0.08, 0.72, 0.20, 0.12, -0.37, -0.42, 0.20, 0.11, 0.70, -0.35, 0.12, 0.13, 0.13, 0.12, -0.03, -0.25, -0.25, 0.02, 0.00, -0.03, -0.23, -0.01, 0.10, 0.12, 0.12, 0.06, -0.03, 0.09, -0.16, 0.10, 0.13, -0.01, -0.01, -0.03, -0.03, -0.01, 0.01, -0.03, 0.00, 0.12, -0.14, -0.04, -0.14, 0.10, -0.05, 1.00, -0.23, -0.13, -0.01, -0.04, 0.07, -0.13, -0.35, -0.02, 0.08, -0.38, -0.25, 0.70, -0.10, 0.13],
  "homo_lumo_gap_ev": [5.15, 5.15],
  "relative_energy_kj_mol": 279.0,
  "mol_weight_g_mol": 863.12,
  "lumo_energy_ev": [-5.87, -5.88],
  "total_energy_ev": -93073.3988,
  "charge": 1
}

=====

(2)
{
  "formula": "C38H27N2O4P2PdSTe",
  "method": "wB97M-V/def2-TZVPD",
  "symbols": ["H", "H", "Te", "C", "H", "H", "H", "C", "C", "H", "C", "H", "C", "H", "C", "Pd", "N", "P", "O", "C", "H", "O", "H", "C", "C", "C", "C", "C", "H", "C", "H", "H", "C", "H", "C", "C", "C", "C", "C", "H", "C", "S", "C", "H", "H", "C", "H", "C", "H", "O", "C", "H", "H", "C", "C", "C", "H", "H", "C", "H", "C", "N", "C", "H", "C", "H", "P", "H", "C", "O", "C", "C", "C", "C", "C", "C"],
  "positions_angstrom": [[-5.26853, -1.59307, 4.59371], [1.10117, 4.84956, 1.58414], [1.56869, -1.05591, -2.42718], [1.20554, 3.34642, -3.83333], [1.20694, -5.89770, -0.20529], [6.64623, -1.52582, -1.01566], [-7.02385, 0.47261, 1.22039], [0.88844, -3.81224, 0.12332], [-2.10287, 4.34766, 0.61501], [2.92562, 0.24172, 0.45842], [5.87089, -0.86931, -1.39052], [5.10257, -0.12160, 1.56852], [-6.20375, 0.00415, 1.74364], [1.99414, 4.08465, -3.87253], [2.03512, -2.23325, 2.59806], [-1.90895, -0.36189, 0.82965], [6.24960, 0.36444, -1.66414], [-0.66421, 0.94666, -1.06368], [-3.50159, 0.25095, -0.71184], [-4.67269, 0.51106, -0.28589], [1.88483, -3.64774, 0.50862], [-1.75646, -1.76023, 2.67655], [-1.06925, -6.29045, -1.07363], [-1.65700, -4.23885, -0.88996], [-6.33231, -0.54497, 3.01224], [-0.82119, 1.46390, -3.74050], [0.57853, 2.94162, -5.00147], [0.50719, -5.07860, -0.28487], [1.15991, -2.79948, 2.88829], [-2.75455, -1.86451, 3.44347], [4.31070, -2.34317, -1.32257], [-2.64588, -4.40119, -1.29027], [4.24560, -0.71436, 1.85532], [3.31501, 1.57890, -2.72690], [4.35807, -1.67849, 2.84456], [-1.73219, 1.91913, 1.33275], [1.93268, -1.29379, 1.57176], [5.34385, 1.20543, -2.12538], [4.01697, 0.85695, -2.33606], [-1.62302, 0.74087, -3.67171], [-1.00434, 4.95524, 1.14342], [-1.63661, 2.15121, 2.97961], [-2.07002, 2.95625, 0.25608], [-2.01414, -2.14691, -0.57898], [0.88443, 3.35997, -5.94890], [-4.03571, -1.16454, 2.91539], [3.34130, -3.16540, 4.00840], [-0.17868, 1.85351, -2.57013], [-7.28324, -0.51631, 3.52422], [-2.82657, -2.46392, 4.49870], [0.43614, 3.06505, 0.64482], [5.70179, 2.20433, -2.34202], [5.30759, -1.83940, 3.33196], [-0.76832, -5.29735, -0.77749], [3.25228, -2.42857, 3.22273], [4.57044, -1.32333, -1.56175], [-0.94343, 1.69517, -5.85937], [1.31422, 3.13340, -1.70427], [3.03065, -0.51118, 1.22817], [-3.02833, 4.88556, 0.48153], [-5.23470, -1.14212, 3.61365], [-3.93261, -0.62884, 1.71512], [-1.28793, -2.97272, -0.47466], [-2.81591, 2.59577, -0.45294], [0.25635, 4.31046, 1.17663], [1.41206, 2.60159, 0.60389], [0.35914, -1.07961, 0.70737], [-1.07280, 5.97732, 1.48406], [3.61735, -0.43864, -2.04189], [-5.53530, 1.13667, -0.87481], [-0.69948, 2.28355, 0.23041], [-0.01505, -2.75433, 0.06218], [-0.44188, 2.00494, -4.95492], [0.76679, -0.05189, -0.72425], [0.83108, 2.80826, -2.61376], [-4.96657, -0.05322, 1.11672]],
  "mulliken_spin": [0.00, 0.00, 0.01, 0.01, 0.00, 0.00, 0.00, 0.00, 0.03, 0.01, 0.00, 0.00, -0.01, 0.00, 0.01, -0.04, 0.00, 0.14, -0.02, 0.00, 0.00, -0.08, 0.00, -0.01, 0.00, 0.02, 0.00, 0.00, 0.00, 0.01, 0.00, 0.00, 0.00, 0.00, 0.01, -0.19, 0.01, 0.00, 0.00, 0.01, -0.01, 0.25, 0.02, 0.01, 0.00, -0.01, 0.00, 0.04, 0.00, -0.01, 0.00, 0.00, 0.00, 0.01, 0.00, 0.01, 0.00, -0.01, 0.04, 0.00, -0.01, -0.05, 0.01, 0.01, 0.02, 0.00, -0.03, 0.00, 0.03, 0.00, 0.11, 0.03, 0.01, 0.60, 0.00, 0.01],
  "homo_lumo_gap_ev": [5.77, 5.03],
  "s_squared": 1.17,
  "relative_energy_kj_mol": 307.8,
  "mol_weight_g_mol": 903.68,
  "lumo_energy_ev": [-2.24, -2.95],
  "total_energy_ev": -91194.1705,
  "charge": 0,
  "multiplicity": 2
}

=====

(3)
{
  "formula": "C38H29BrFeN6O6",
  "method": "wB97M-V/def2-TZVPD",
  "symbols": ["H", "C", "N", "C", "C", "H", "H", "N", "O", "H", "C", "H", "C", "C", "H", "C", "C", "C", "C", "H", "H", "C", "C", "C", "H", "C", "C", "N", "H", "H", "Fe", "H", "H", "H", "C", "H", "C", "C", "Br", "H", "C", "C", "H", "C", "H", "C", "C", "H", "C", "H", "N", "N", "H", "C", "C", "C", "C", "C", "H", "C", "C", "H", "C", "O", "O", "H", "H", "C", "C", "O", "O", "H", "H", "C", "C", "N", "H", "H", "C", "C", "O"],
  "positions_angstrom": [[3.92244, -6.70611, 0.33752], [4.66256, -0.62608, -1.69239], [-0.51567, 6.27479, -2.38505], [0.06120, -0.34716, 3.01905], [1.44727, -6.85365, 3.91428], [2.05201, -3.10559, 4.57280], [-0.13879, 1.11609, -3.02633], [0.19161, -4.28441, 6.25441], [2.92817, -6.81690, 2.08504], [-3.09588, -2.01767, -2.33547], [-1.31929, -4.21009, 2.10781], [3.26024, -4.21873, 2.79692], [2.97350, -1.18110, 0.02118], [-0.96065, 5.02860, -2.21841], [-1.85428, -0.33865, -3.60179], [0.76984, -6.21091, 4.93681], [-0.36851, -1.73605, 2.74702], [-3.37201, -1.68820, -0.22767], [-4.37352, -2.66532, -0.17864], [-1.05227, -3.48151, 0.08088], [-1.73690, -5.16145, 1.80399], [2.32890, -6.13758, 3.11315], [0.82333, 4.44241, -0.75240], [-5.12561, -2.88988, 0.95414], [3.84100, -2.02221, 1.80085], [-3.93452, -1.08633, 2.04969], [2.29609, -0.32720, -2.22600], [-0.54606, -2.05933, 1.45037], [-5.44950, -2.23987, 2.98503], [3.03176, -5.21877, 0.75036], [-0.26716, -0.10449, 0.11310], [-1.42826, -4.60454, 4.19970], [1.29068, -7.90593, 3.71187], [-0.86201, -1.79976, -3.38812], [-1.06980, -0.79698, -2.99241], [6.73093, -0.96615, -1.21166], [-1.14065, -3.90359, 3.42741], [-0.30600, -2.26507, 5.14079], [2.87154, 6.32536, -0.06326], [0.04524, -0.62938, 6.43192], [2.56386, -4.79359, 3.38721], [-2.62774, -1.54170, -1.45887], [2.64811, -0.16132, -3.25868], [3.32750, -0.68234, -1.28244], [-5.87671, -3.66906, 0.98310], [-0.96299, -3.25963, 1.13919], [-4.88084, -2.07791, 2.07425], [-1.86549, 4.74252, -2.74054], [3.64485, -6.03274, 1.14552], [0.07529, -6.75747, 5.56395], [-1.53376, -0.90525, -1.61131], [1.05188, -0.22305, -1.97411], [4.87518, -0.23654, -2.68567], [0.12616, 0.01813, 4.39123], [-0.33697, 4.07760, -1.42013], [5.70167, -1.03790, -0.88380], [0.92489, -4.84563, 5.16183], [-0.06689, -0.91357, 5.38994], [-4.54201, -3.26707, -1.06892], [-3.11388, -0.84705, 0.90210], [0.17363, 0.07379, -3.08029], [-3.74127, -0.47009, 2.91993], [1.28657, 5.73266, -0.93127], [-0.28160, 1.94043, -0.46850], [-2.21873, 0.05438, 0.91885], [4.55033, -5.60571, 1.58541], [0.66602, -0.08580, -4.05186], [4.08223, -1.63499, 0.81858], [5.37951, -1.55161, 0.38439], [0.32574, 0.44144, 2.07953], [-1.85108, 2.37315, -2.03916], [0.96644, 7.62702, -1.88709], [0.36114, 1.04993, 4.61783], [-0.89838, 2.65239, -1.30314], [0.60007, 6.61575, -1.74707], [-0.22246, -3.09231, 6.26346], [1.31685, 3.71532, -0.12054], [6.17673, -1.89576, 1.03771], [-0.58763, -2.65539, 3.79081], [1.86762, -4.15756, 4.40015], [1.78662, -1.25300, 0.43673]],
  "mulliken_spin": [0.00, 0.00, 0.00, -0.03, 0.00, 0.00, -0.01, 0.00, 0.00, 0.01, 0.00, 0.00, 0.00, 0.00, 0.00, 0.00, 0.00, -0.01, -0.01, 0.00, 0.00, 0.00, 0.00, 0.01, 0.00, 0.00, 0.01, 0.02, 0.00, 0.00, 3.72, 0.00, 0.00, 0.00, 0.00, 0.00, 0.00, 0.00, 0.00, 0.00, 0.00, 0.00, 0.01, -0.01, 0.00, 0.01, 0.00, 0.00, 0.00, 0.00, 0.03, 0.01, 0.00, 0.01, 0.01, 0.00, 0.00, 0.00, 0.00, 0.00, 0.00, 0.00, 0.00, 0.05, 0.06, 0.00, 0.00, 0.01, 0.00, 0.02, 0.00, 0.00, 0.00, 0.00, 0.00, 0.00, 0.00, 0.00, 0.00, 0.00, 0.05],
  "homo_lumo_gap_ev": [5.80, 5.77],
  "s_squared": 6.01,
  "relative_energy_kj_mol": 0.0,
  "mol_weight_g_mol": 801.43,
  "lumo_energy_ev": [3.92, 3.92],
  "total_energy_ev": -165534.7547,
  "charge": -2,
  "multiplicity": 5
}